1.
Formula: C7H6F3N3
Source: OMol25
Level of theory: wB97M-V/def2-TZVPD

SMILES string: CN1C=C=NNC(=C\F)/C(F)=C\1F
Molecular weight: 189.14 g/mol
Multiplicity: 1
Energy relative to the best compared isomer or geometry (same formula, charge and spin): 4.343 eV
Orbital gap: 7.98 eV
HOMO level: -7.6 eV
Largest force on an atom: 4.84 eV/A

Each line ends with the Löwdin charge.
CARTESIAN COORDINATES (ANGSTROEM)
C 1.353 -1.626 -0.638  -0.06
N 0.351 -0.747 -0.137  -0.12
C 0.375 -0.344 1.222  -0.07
C -0.745 -0.411 1.890  -0.03
N -1.977 -0.565 1.987  0.09
N -2.718 0.391 1.455  0.01
C -2.296 1.120 0.408  -0.23
C -2.636 2.421 0.083  -0.01
F -3.478 3.221 0.815  0.00
C -1.643 0.555 -0.703  -0.16
F -2.177 1.005 -1.907  0.00
C -0.517 -0.164 -0.998  -0.21
F -0.315 -0.528 -2.282  0.11
H 0.864 -2.458 -1.324  0.13
H 2.020 -1.178 -1.365  0.07
H 1.912 -2.140 0.229  0.12
H 1.305 -0.243 1.616  0.08
H -3.597 0.532 1.882  0.15
H -2.359 2.906 -0.848  0.13

***

2.
Formula: C7H6IN
Source: OMol25
Level of theory: wB97M-V/def2-TZVPD

SMILES string: N#C[C@@H]1C=CC=C(I)C1
Molecular weight: 231.04 g/mol
Multiplicity: 1
Energy relative to the best compared isomer or geometry (same formula, charge and spin): 1.516 eV
Orbital gap: 8.81 eV
HOMO level: -9.0 eV
Largest force on an atom: 4.81 eV/A

Each line ends with the Löwdin charge.
CARTESIAN COORDINATES (ANGSTROEM)
N 0.172 2.609 0.732  0.18
C -0.246 1.747 0.101  -0.21
C -0.780 0.587 -0.695  -0.31
C -1.531 -0.225 0.318  -0.06
C -0.737 -0.756 1.214  -0.10
C 0.706 -0.812 1.099  -0.17
C 1.180 -0.279 -0.038  -0.60
I 3.424 -0.582 -0.109  0.69
C 0.421 -0.164 -1.336  -0.15
H -1.507 1.010 -1.421  0.15
H -2.610 -0.063 0.090  0.14
H -1.167 -1.361 1.984  0.10
H 1.388 -1.065 1.895  0.08
H 0.213 -1.132 -1.858  0.14
H 1.074 0.488 -1.976  0.12

***

3.
Formula: C7H6N2O
Source: OMol25
Level of theory: wB97M-V/def2-TZVPD

SMILES string: CC1=Cc2cncn2C1=O
Molecular weight: 134.14 g/mol
Multiplicity: 1
Energy relative to the best compared isomer or geometry (same formula, charge and spin): 1.146 eV
Orbital gap: 8.50 eV
HOMO level: -8.7 eV
Largest force on an atom: 3.93 eV/A

Each line ends with the Löwdin charge.
CARTESIAN COORDINATES (ANGSTROEM)
C -1.344 -0.333 -1.563  -0.05
C -0.374 0.015 -0.472  -0.11
C 0.864 0.511 -0.237  0.04
C 1.131 0.171 1.221  -0.20
C 2.103 0.243 2.184  -0.07
N 1.582 -0.261 3.372  0.06
C 0.365 -0.635 3.126  -0.15
N 0.023 -0.451 1.818  0.02
C -1.090 -0.482 1.039  -0.31
O -2.223 -0.770 1.254  0.14
H -2.348 -0.413 -1.303  0.05
H -1.126 -1.349 -1.932  0.10
H -1.132 0.351 -2.345  0.07
H 1.765 0.695 -0.891  0.13
H 3.083 0.689 2.039  0.11
H -0.363 -1.044 3.939  0.17